Entry 1:
Density functional theory data (ωB97M-V with the def2-TZVPD basis set) for C3H4N2OS in the gas phase in a non-equilibrium geometry.

Last column: Löwdin charge in e.
Element x y z (Å)
N: 0.050 1.779 -0.167  0.09
C: 0.314 0.396 -0.107  -0.33
C: 1.489 -0.273 -0.093  -0.08
O: 1.290 -1.605 -0.049  -0.06
N: -0.126 -1.855 -0.080  0.07
C: -0.665 -0.676 -0.100  -0.68
S: -2.386 -0.400 -0.104  0.83
H: -0.622 1.991 0.522  0.06
H: 0.884 2.235 0.161  0.09
H: 2.514 0.051 -0.161  0.13
H: -2.742 -1.644 0.176  -0.13

The calculation puts the HOMO-LUMO gap at 9.599 eV. The value obtained for the energy above the lowest of the compared OMol25 structures with the same formula, charge and spin is 49.0 kcal/mol. The calculation puts the LUMO energy at 0.72 eV.


Entry 2:
Density functional theory data (ωB97M-V with the def2-TZVPD basis set) for C3H4N2OS in the gas phase in a non-equilibrium geometry.

Last column: Löwdin charge in e.
Element x y z (Å)
N: -1.828 0.063 2.169  0.14
C: -1.002 -0.164 1.117  -0.32
C: -0.878 0.458 -0.133  -0.05
C: 0.381 0.132 -0.678  -0.87
S: 1.161 0.659 -2.046  0.61
O: 0.976 -0.815 0.115  -0.06
N: 0.135 -1.008 1.233  0.07
H: -2.465 0.804 2.095  0.09
H: -2.123 -0.807 2.650  0.13
H: -1.623 1.085 -0.649  0.12
H: 0.667 -1.065 2.075  0.14

The calculation puts the HOMO-LUMO gap at 8.333 eV. The value obtained for the energy above the lowest of the compared OMol25 structures with the same formula, charge and spin is 52.4 kcal/mol. The calculation puts the LUMO energy at 0.35 eV.


Entry 3:
Density functional theory data (ωB97M-V with the def2-TZVPD basis set) for C3H4N2OS in the gas phase in a non-equilibrium geometry.

Last column: Löwdin charge in e.
Element x y z (Å)
C: -1.493 -2.001 0.671  0.05
C: -0.367 0.947 0.491  -0.44
C: -0.017 -0.867 -1.102  -0.17
N: -0.844 -1.498 -0.151  -0.08
N: 0.463 0.433 -0.522  -0.02
O: 1.710 1.756 1.909  -0.59
S: 0.281 1.930 1.666  0.89
H: -1.405 0.906 0.417  0.05
H: 0.862 -1.515 -1.173  0.14
H: -0.570 -0.607 -1.944  0.11
H: 1.379 0.516 -0.262  0.06

The calculation puts the HOMO-LUMO gap at 8.765 eV. The value obtained for the energy above the lowest of the compared OMol25 structures with the same formula, charge and spin is 80.6 kcal/mol. The calculation puts the LUMO energy at 0.08 eV.


Entry 4:
Density functional theory data (ωB97M-V with the def2-TZVPD basis set) for a molecular structure, C3H4N2OS2 in a non-equilibrium geometry.

Last column: Löwdin charge in e.
Element x y z (Å)
C: -1.896 -0.561 0.295  -0.41
C: 1.447 0.426 -0.169  -0.85
C: 3.002 0.405 0.157  -0.29
H: -3.912 0.161 0.666  0.14
H: -1.752 -1.503 1.307  0.19
H: -1.060 -0.192 -1.474  0.04
H: 3.180 1.514 0.324  0.11
N: -2.821 0.460 0.041  -0.03
N: -0.915 -0.722 -0.676  -0.47
O: 3.695 -0.601 0.031  0.04
S: 0.623 -1.227 -0.263  0.89
S: 0.410 1.840 -0.239  0.63

The calculation puts the HOMO-LUMO gap at 7.358 eV. The value obtained for the energy above the lowest of the compared OMol25 structures with the same formula, charge and spin is 119.2 kcal/mol. The calculation puts the LUMO energy at -1.93 eV.


Copy entry 1 word for word.
Density functional theory data (ωB97M-V with the def2-TZVPD basis set) for C3H4N2OS in the gas phase in a non-equilibrium geometry.

Last column: Löwdin charge in e.
Element x y z (Å)
N: 0.050 1.779 -0.167  0.09
C: 0.314 0.396 -0.107  -0.33
C: 1.489 -0.273 -0.093  -0.08
O: 1.290 -1.605 -0.049  -0.06
N: -0.126 -1.855 -0.080  0.07
C: -0.665 -0.676 -0.100  -0.68
S: -2.386 -0.400 -0.104  0.83
H: -0.622 1.991 0.522  0.06
H: 0.884 2.235 0.161  0.09
H: 2.514 0.051 -0.161  0.13
H: -2.742 -1.644 0.176  -0.13

The calculation puts the HOMO-LUMO gap at 9.599 eV. The value obtained for the energy above the lowest of the compared OMol25 structures with the same formula, charge and spin is 49.0 kcal/mol. The calculation puts the LUMO energy at 0.72 eV.